1.
{
  "formula": "C3H3HgO3",
  "method": "the ωB97M-V functional and the def2-TZVPD basis",
  "charge": 1,
  "total_energy_ev": -13466.195,
  "relative_energy_kcal_mol": 8.9,
  "multiplicity": 3,
  "homo_energy_ev": [-12.144, -16.676],
  "orbital_gap_ev": [8.11, 8.94],
  "symbols": ["Hg", "O", "O", "O", "C", "C", "C", "H", "H", "H"],
  "positions_angstrom": [[-1.27, -2.44, -2.75], [-1.35, -1.50, -0.86], [0.51, -1.04, 0.32], [-1.02, 0.55, -0.05], [0.21, 1.24, 0.55], [1.11, 0.09, 0.80], [-0.82, -0.73, -0.11], [0.58, 1.97, -0.19], [2.20, 0.10, 0.84], [-0.15, 1.75, 1.45]],
  "lowdin_charge": [1.074, -0.151, 0.070, 0.113, -0.009, -0.026, -0.498, 0.145, 0.138, 0.143]
}

2.
{
  "formula": "C3H3I",
  "method": "the ωB97M-V functional and the def2-TZVPD basis",
  "total_energy_ev": -11251.865,
  "relative_energy_kcal_mol": 137.1,
  "homo_energy_ev": [-8.750, -8.229],
  "orbital_gap_ev": [7.82, 6.76],
  "symbols": ["I", "C", "C", "C", "H", "H", "H"],
  "positions_angstrom": [[1.77, 3.86, -0.89], [2.60, 2.35, 0.11], [0.58, 0.83, 0.01], [-0.17, -0.16, -0.47], [-0.11, -0.49, -1.56], [0.60, 1.17, 0.97], [-0.90, -0.54, 0.18]],
  "lowdin_charge": [0.715, -0.579, -0.100, -0.087, 0.072, -0.038, 0.017]
}

3.
{
  "formula": "C3H3I2N",
  "method": "the ωB97M-V functional and the def2-TZVPD basis",
  "smiles": "C=C(I)C#N.I",
  "total_energy_ev": -20849.271,
  "relative_energy_kcal_mol": 18.6,
  "homo_energy_ev": -9.833,
  "orbital_gap_ev": 9.24,
  "symbols": ["I", "I", "N", "C", "C", "C", "H", "H", "H"],
  "positions_angstrom": [[1.62, -1.34, 2.29], [0.02, 2.98, -0.96], [-1.60, 0.17, 1.39], [0.21, -0.12, -1.51], [-1.01, 0.47, 0.45], [-0.30, 0.84, -0.71], [0.57, 0.00, -2.51], [0.34, -1.13, -1.14], [0.16, -1.87, 2.70]],
  "lowdin_charge": [0.396, 0.788, 0.165, -0.014, -0.398, -0.738, 0.061, 0.063, -0.323]
}